Below is a 8-piece molecular cluster, C39H99N5O9S3 overall, with properties calculated with ωB97M-V/def2-TZVPD.

Computed properties:
- Highest occupied orbital energy: -8.25 eV
- E_LUMO: 0.379 eV
- SMILES: CCOS(C)(=O)=O.CCOS(C)(=O)=O.CCOS(C)(=O)=O.CCN(CC)CC.CCN(CC)CC.CCN(CC)CC.CCN(CC)CC.CCN(CC)CC
- Total energy: -100422.687 eV
- Frontier orbital gap: 8.6290 eV

Each line ends with the Löwdin charge.
Cartesian coordinates (Å):
C -1.375 -8.472 9.270  -0.0666
C -1.627 -8.649 7.770  -0.3105
O -1.528 -7.496 6.955  -0.2705
S -2.109 -7.476 5.338  0.7264
C -0.561 -7.130 4.454  -0.1115
O -2.602 -8.837 5.046  -0.3174
O -2.949 -6.276 5.172  -0.3075
H -2.123 -7.809 9.703  0.0758
H -0.373 -8.061 9.396  0.0729
H -1.349 -9.374 9.881  0.0788
H -0.863 -9.349 7.431  0.1107
H -2.550 -9.197 7.583  0.1106
H 0.239 -7.691 4.938  0.0648
H -0.392 -6.064 4.607  0.0691
H -0.591 -7.455 3.414  0.0742
C 3.917 -10.816 -7.188  -0.0791
C 2.904 -9.839 -6.689  -0.2762
O 3.695 -8.652 -6.539  -0.2973
S 2.947 -7.379 -5.902  0.7087
C 4.206 -6.005 -6.478  -0.0574
O 1.702 -7.154 -6.749  -0.3515
O 2.930 -7.436 -4.429  -0.3092
H 3.486 -11.694 -7.670  0.0810
H 4.575 -11.116 -6.373  0.0841
H 4.480 -10.417 -8.032  0.0865
H 2.167 -9.776 -7.490  0.1188
H 2.407 -10.014 -5.735  0.1256
H 4.535 -6.027 -7.516  0.0687
H 4.966 -6.239 -5.732  0.0470
H 3.571 -5.226 -6.056  0.0502
C 0.417 5.436 -8.890  -0.0557
C 1.877 5.220 -8.323  -0.2047
O 2.248 3.900 -8.863  -0.3085
S 2.752 2.645 -7.913  0.6752
C 0.998 1.830 -7.683  -0.0813
O 3.442 1.669 -8.713  -0.2901
O 3.199 3.154 -6.621  -0.3117
H 0.227 6.488 -8.679  0.0700
H -0.332 4.896 -8.311  0.0612
H 0.321 5.141 -9.935  0.0790
H 2.544 6.029 -8.621  0.1125
H 1.965 5.153 -7.239  0.1015
H 0.241 2.570 -7.423  0.0454
H 1.107 0.876 -7.166  0.0574
H 0.666 1.557 -8.684  0.0494
C 7.109 -4.465 6.059  -0.0781
C 5.933 -5.005 5.181  -0.2563
N 5.598 -6.435 5.234  -0.1800
C 5.709 -7.141 6.548  -0.2472
C 4.884 -6.589 7.718  -0.0895
C 6.415 -7.094 4.169  -0.2492
C 5.839 -8.470 3.748  -0.1015
H 8.050 -4.873 5.688  0.0650
H 7.065 -4.922 7.047  0.0430
H 7.150 -3.377 6.103  0.0714
H 4.964 -4.577 5.437  0.1030
H 6.157 -4.565 4.209  0.1005
H 5.315 -8.109 6.241  0.1005
H 6.725 -7.202 6.938  0.1055
H 3.853 -6.616 7.363  0.0716
H 4.924 -7.277 8.562  0.0691
H 5.190 -5.629 8.133  0.0644
H 7.451 -7.295 4.442  0.1087
H 6.256 -6.435 3.316  0.1053
H 6.042 -8.710 2.704  0.0670
H 4.757 -8.343 3.721  0.0663
H 6.025 -9.258 4.479  0.0610
C -6.955 -1.437 -7.527  -0.0847
C -8.162 -2.171 -6.918  -0.2770
N -8.867 -1.134 -6.184  -0.1899
C -8.340 -1.056 -4.803  -0.2746
C -8.275 0.411 -4.357  -0.0848
C -10.385 -1.276 -6.218  -0.2212
C -10.925 -0.903 -7.607  -0.1011
H -6.227 -0.959 -6.871  0.0688
H -7.170 -0.816 -8.396  0.0712
H -6.456 -2.316 -7.936  0.0599
H -8.781 -2.562 -7.726  0.1037
H -7.985 -3.137 -6.445  0.1127
H -8.920 -1.667 -4.111  0.1052
H -7.363 -1.513 -4.646  0.1069
H -7.560 0.917 -5.005  0.0678
H -9.256 0.849 -4.542  0.0601
H -8.006 0.514 -3.306  0.0685
H -10.838 -0.561 -5.532  0.1005
H -10.728 -2.287 -5.996  0.1069
H -11.086 -1.761 -8.259  0.0639
H -10.285 -0.154 -8.073  0.0741
H -11.867 -0.376 -7.452  0.0630
C -3.981 7.454 4.170  -0.0671
C -5.417 7.330 3.563  -0.2551
N -5.703 8.501 2.748  -0.2033
C -6.839 8.236 1.849  -0.2622
C -6.195 7.525 0.669  -0.1080
C -5.969 9.716 3.547  -0.2251
C -7.029 9.490 4.684  -0.0827
H -3.781 8.484 4.466  0.0510
H -3.169 7.279 3.464  0.0682
H -3.868 6.881 5.090  0.0662
H -5.522 6.422 2.969  0.1032
H -6.122 7.159 4.377  0.0959
H -7.566 7.538 2.264  0.1056
H -7.369 9.140 1.549  0.1165
H -5.600 6.616 0.756  0.0699
H -6.922 7.317 -0.115  0.0635
H -5.568 8.278 0.191  0.0709
H -6.369 10.532 2.944  0.1016
H -4.985 10.086 3.836  0.0972
H -6.667 9.030 5.604  0.0619
H -7.954 9.006 4.369  0.0702
H -7.262 10.514 4.976  0.0618
C 2.826 -1.436 0.126  -0.0804
C 1.990 -0.596 -0.922  -0.2504
N 0.619 -0.314 -0.624  -0.2063
C -0.141 -1.487 -0.907  -0.2818
C -1.548 -1.305 -0.395  -0.0925
C 0.053 0.880 -1.209  -0.2838
C -0.183 1.863 -0.087  -0.0826
H 3.903 -1.492 -0.034  0.0633
H 2.487 -2.470 0.196  0.0530
H 2.696 -0.964 1.100  0.0667
H 2.514 0.358 -0.855  0.1119
H 2.128 -1.107 -1.874  0.1072
H 0.241 -2.218 -0.194  0.1105
H -0.112 -1.855 -1.933  0.1238
H -2.001 -0.517 -0.997  0.0609
H -1.566 -1.053 0.665  0.0801
H -2.081 -2.255 -0.377  0.0737
H 0.589 1.240 -2.088  0.1165
H -0.854 0.828 -1.812  0.1006
H -0.871 2.632 -0.439  0.0673
H -0.752 1.498 0.767  0.0708
H 0.769 2.274 0.249  0.0717
C 7.015 10.547 3.774  -0.1101
C 5.767 9.797 3.365  -0.2608
N 6.159 8.342 3.192  -0.1785
C 4.985 7.717 2.502  -0.2504
C 5.273 6.221 2.079  -0.0755
C 6.639 7.624 4.384  -0.2331
C 5.487 7.473 5.430  -0.0772
H 7.793 10.459 3.016  0.0786
H 7.364 10.269 4.769  0.0650
H 6.757 11.597 3.644  0.0694
H 4.945 10.032 4.041  0.1026
H 5.480 10.267 2.424  0.1080
H 4.051 7.877 3.041  0.0998
H 4.844 8.302 1.594  0.0968
H 4.552 5.780 1.391  0.0618
H 6.261 6.149 1.625  0.0712
H 5.218 5.622 2.988  0.0511
H 7.461 8.238 4.754  0.0884
H 7.106 6.653 4.220  0.1063
H 4.897 8.376 5.589  0.0601
H 5.995 7.174 6.347  0.0687
H 4.720 6.793 5.061  0.0578

Cartesian forces, eV/Å:
0.11 1.35 -0.38
0.19 -2.68 -0.15
-0.73 1.56 -1.69
-0.93 -0.46 0.83
-0.01 -0.32 0.96
0.84 2.64 0.49
1.57 -2.62 0.59
0.17 0.14 0.12
-0.08 0.41 0.11
-0.37 -0.40 -0.66
0.21 -0.12 -0.18
-0.30 0.38 0.05
-0.13 -0.02 0.11
-0.01 -0.11 -0.31
-0.51 0.26 0.11
0.38 -1.26 0.07
-0.11 -0.27 -0.77
-0.38 1.29 0.64
-1.33 1.83 -2.75
-1.64 -2.28 2.64
3.04 -0.82 3.05
-0.19 0.00 -2.74
-0.39 -0.23 0.55
0.23 -0.12 -0.29
0.18 0.55 0.35
-0.28 0.82 0.24
0.12 -0.58 -0.10
-0.58 -0.01 0.27
0.47 0.40 -0.39
0.49 0.70 -0.77
1.28 0.38 1.59
-1.56 -1.24 -0.36
1.58 -0.73 0.45
-3.79 -0.27 0.92
1.47 0.74 -1.44
0.30 1.39 0.47
-0.02 -0.55 -1.90
-0.35 0.14 -0.61
0.18 -0.25 0.02
0.26 0.37 0.08
0.24 -0.49 -0.54
-0.44 0.11 0.04
0.39 -0.16 1.01
-0.09 0.56 0.62
0.54 -0.01 -0.32
-0.47 -1.50 0.00
-0.45 1.22 1.62
1.80 -0.17 -0.74
-0.11 0.82 -0.59
-0.56 -0.60 -0.67
-1.54 -1.28 0.16
-1.08 0.92 0.26
0.15 0.31 -0.39
-0.22 0.52 0.31
-0.07 -0.15 0.02
0.25 0.85 0.49
-0.30 -0.93 -0.51
0.30 -0.30 0.72
0.52 -0.34 -0.46
-0.23 0.61 0.35
0.15 -0.24 -0.09
-0.11 0.15 -0.50
0.40 0.70 -0.01
0.74 -0.10 -0.04
0.73 -0.33 0.26
-0.28 0.00 0.21
0.37 -0.17 -0.41
0.66 -2.55 -0.73
-0.50 1.75 -1.05
-1.67 -1.01 1.36
-0.29 0.47 0.36
-0.28 -0.63 -0.40
1.39 0.51 -0.80
-0.08 0.40 0.36
-0.49 0.05 0.32
-0.44 0.19 0.41
0.97 0.15 -0.47
-0.22 0.61 -0.49
0.69 0.22 1.02
-0.65 0.06 0.15
0.32 0.08 -0.84
0.04 0.15 0.17
0.03 0.23 0.19
0.02 0.07 -0.04
0.36 -0.21 0.37
0.11 -0.19 0.48
0.09 0.15 -0.06
0.22 -0.24 -0.12
-0.29 -0.28 -0.21
-0.55 0.43 -0.07
1.51 0.11 0.43
-1.40 0.98 0.12
1.27 -1.75 -0.09
-0.54 1.04 -2.10
-0.39 -1.24 0.47
1.06 1.42 0.07
-0.34 0.14 0.14
-0.22 -0.54 -0.11
0.09 -0.33 -0.23
0.30 0.14 -0.27
-0.30 0.34 0.25
-0.37 0.11 0.54
0.29 0.01 -0.06
-0.15 0.13 0.84
-0.36 -0.25 0.01
0.41 -0.11 0.01
0.01 -0.35 -0.54
-0.24 0.05 0.85
0.17 -0.29 -0.24
0.21 -0.04 -0.25
-0.46 0.03 0.24
-1.37 0.15 0.22
2.38 0.33 1.01
-0.03 -1.01 -0.69
-0.88 -0.79 2.32
-0.50 -0.25 -0.06
-0.10 0.66 -0.21
-0.42 1.13 -0.47
-0.10 0.35 -0.60
-0.13 -0.02 0.05
-0.09 -0.10 0.15
0.08 0.17 -0.81
0.01 0.32 -0.56
0.47 -0.64 -0.63
0.14 0.00 -0.32
-0.76 -0.37 0.34
0.33 0.53 -0.06
-0.31 0.08 -0.74
1.34 0.60 0.51
-0.72 -1.22 0.66
0.43 0.68 -0.20
0.41 -0.78 -0.08
-0.18 0.21 0.18
-0.31 0.89 -0.49
2.06 -1.03 0.17
-1.89 0.20 -1.49
1.36 -0.80 -0.94
-0.47 1.10 1.00
-1.57 1.54 0.51
0.95 0.08 -0.47
0.17 -0.68 0.19
0.11 0.46 -0.11
0.10 0.35 0.92
-0.19 -0.48 0.39
-0.14 -0.77 -0.39
-0.19 -0.49 0.42
0.11 0.01 -0.15
-0.17 0.40 -0.04
0.01 0.05 0.15
0.30 -0.27 -0.06
-0.12 -0.04 0.39
-0.33 -0.03 -0.71
0.53 0.38 0.14
-0.69 -0.29 0.27
0.36 -0.59 0.29

Below is C3Br2F3N as an isolated structure, with properties calculated with ωB97M-V/def2-TZVPD.

Computed properties:
- Highest occupied orbital energy (spin up / spin down): -9.16 / -9.71 eV
- E_LUMO (spin up / spin down): -0.720 / -1.630 eV
- Total energy: -152834.722 eV
- Frontier orbital gap (spin up / spin down): 8.4358 / 8.0767 eV

Each line ends with the natural charge from an NBO analysis.
Cartesian coordinates (Å):
C -0.498 -0.123 -1.554  0.1369
C -1.128 -0.059 -0.340  -0.4451
C 1.120 0.072 0.825  1.0224
N 0.051 -0.140 -2.556  -0.2489
F 0.917 1.134 1.600  -0.3158
F 2.140 0.219 0.023  -0.2858
F 1.079 -1.003 1.574  -0.3019
Br -1.825 1.532 0.240  0.2162
Br -1.856 -1.632 0.188  0.2220

Cartesian forces, eV/Å:
0.22 0.49 -0.80
1.65 0.33 1.48
-2.45 0.72 0.00
0.66 -0.11 -1.21
0.52 -0.21 -0.48
-0.09 -0.41 0.49
0.79 -0.28 -0.38
-0.52 0.74 0.16
-0.76 -1.27 0.73

Below is one molecule with the formula C3Br2N2O, with properties calculated with ωB97M-V/def2-TZVPD.

Computed properties:
- Highest occupied orbital energy (spin up / spin down): -9.77 / -9.72 eV
- E_LUMO (spin up / spin down): -2.759 / -2.792 eV
- SMILES: O=C1N=NC(Br)=C1Br
- Total energy: -148219.517 eV
- Frontier orbital gap (spin up / spin down): 7.0095 / 6.9254 eV

Each line ends with the natural charge from an NBO analysis.
Cartesian coordinates (Å):
O 2.268 0.885 0.180  -0.4062
C 1.248 0.260 0.026  0.5255
N 1.134 -1.156 0.015  -0.1703
N -0.019 -1.596 -0.149  -0.1738
C -0.931 -0.654 -0.133  0.0172
Br -2.729 -0.878 -0.040  0.2169
C -0.163 0.703 -0.043  -0.2134
Br -0.807 2.437 0.145  0.2040

Cartesian forces, eV/Å:
-0.86 -0.76 -0.33
-1.09 1.53 0.60
3.47 -1.95 -0.27
0.23 -2.54 0.14
1.06 7.36 0.40
-0.36 -0.21 -0.13
-2.69 -2.53 -0.24
0.23 -0.90 -0.16

Below is one molecule with the formula C3Cl3NO, with properties calculated with ωB97M-V/def2-TZVPD.

Computed properties:
- Highest occupied orbital energy: -9.26 eV
- E_LUMO: 0.590 eV
- SMILES: Clc1nc(Cl)c(Cl)o1
- Total energy: -44215.140 eV
- Frontier orbital gap: 9.8545 eV

Each line ends with the natural charge from an NBO analysis.
Cartesian coordinates (Å):
Cl -1.959 2.155 -0.598  0.0875
C -0.817 0.926 -0.352  0.4294
N -0.044 0.386 -1.232  -0.4439
C 0.667 -0.540 -0.503  0.0139
Cl 1.845 -1.551 -1.200  0.0711
C 0.275 -0.497 0.799  0.1373
Cl 0.725 -1.337 2.182  0.0989
O -0.692 0.458 0.902  -0.3943

Cartesian forces, eV/Å:
0.11 -0.13 0.03
0.15 0.01 -0.36
-0.34 0.21 0.33
-0.01 -0.14 0.62
-0.06 0.06 0.04
0.26 -0.07 -0.76
0.03 -0.05 0.07
-0.14 0.12 0.03

Below is one molecule with the formula C3Cl5FN4, with properties calculated with ωB97M-V/def2-TZVPD.

Computed properties:
- Highest occupied orbital energy: -10.74 eV
- E_LUMO: -1.512 eV
- SMILES: FC1(C(Cl)(Cl)C(Cl)(Cl)Cl)N=NN=N1
- Total energy: -74396.766 eV
- Frontier orbital gap: 9.2305 eV

Each line ends with the natural charge from an NBO analysis.
Cartesian coordinates (Å):
F -0.437 -1.983 0.169  -0.2978
C -0.686 -0.710 -0.066  0.4977
C 0.798 0.028 -0.697  -0.1593
Cl 1.636 -1.259 -1.391  0.1326
Cl 0.276 1.282 -1.877  0.0348
C 1.518 0.730 0.451  -0.1910
Cl 1.740 -0.587 1.558  0.0700
Cl 0.471 1.896 1.226  0.0829
Cl 3.029 1.537 0.063  0.0785
N -1.808 -0.616 -1.050  -0.1263
N -2.770 -0.155 -0.477  0.0077
N -2.461 0.037 0.932  0.0039
N -1.307 -0.200 1.158  -0.1338

Cartesian forces, eV/Å:
0.15 -0.98 -0.04
1.15 1.12 -1.19
-3.68 0.90 0.27
0.97 -0.58 -0.97
0.27 -0.50 0.07
-0.10 -0.22 0.53
1.03 -0.61 1.46
-0.16 0.87 0.04
0.05 -0.32 -0.42
0.94 -0.02 -0.38
-0.69 -0.36 -1.61
-1.10 1.02 1.78
1.18 -0.30 0.46

Below is a 2-piece molecular cluster, C3ClF3O overall, with properties calculated with ωB97M-V/def2-TZVPD.

Computed properties:
- Highest occupied orbital energy: -8.25 eV
- E_LUMO: -3.412 eV
- Total energy: -25826.308 eV
- Frontier orbital gap: 4.8352 eV

Each line ends with the natural charge from an NBO analysis.
Cartesian coordinates (Å):
C 1.088 -0.627 0.088  -0.1636
C -2.609 -0.228 0.329  0.7183
C 1.619 0.547 -0.099  0.6315
O -1.467 -0.247 0.628  -0.4658
F -3.137 -0.530 -0.846  -0.3042
F 2.902 0.785 -0.449  -0.3023
F 0.978 1.697 0.054  -0.2861
Cl 1.573 -2.183 -0.015  0.1723

Cartesian forces, eV/Å:
-1.25 0.18 -0.16
-0.40 -0.13 -0.44
0.54 0.86 -0.16
1.35 0.07 0.51
0.39 0.01 0.06
-0.93 -0.29 0.35
0.23 -0.45 -0.14
0.08 -0.25 -0.02